An isolated molecule of C5H10O. Source: the OMol25 dataset; level of theory: ωB97M-V/def2-TZVPD.

```
16
Properties=species:S:1:pos:R:3
C 1.985 0.251 0.170
C 0.796 -0.306 -0.612
C -0.478 -0.323 0.210
O -0.477 -1.236 1.277
C -1.164 0.965 0.519
C -1.801 -0.022 -0.433
H 2.844 0.434 -0.485
H 2.295 -0.436 0.963
H 1.714 1.201 0.643
H 1.013 -1.327 -0.956
H 0.623 0.293 -1.515
H -0.607 -2.116 0.900
H -1.598 1.056 1.510
H -0.748 1.884 0.112
H -2.668 -0.568 -0.073
H -1.822 0.226 -1.492
```

Calculated values
E_tot ... -271.71645 a.u.
Energy above the lowest of the compared OMol25 structures with the same formula, charge and spin ... 0.9841 eV
Total charge ... 0

---

A cluster of 12 separate species, C69H162N10O14 in total at a distorted geometry. Source: the OMol25 dataset; level of theory: ωB97M-V/def2-TZVPD.

```
255
Properties=species:S:1:pos:R:3
C 5.772 2.272 -0.869
C 5.480 3.717 -0.536
C 4.591 4.451 -1.472
O 4.983 5.753 -1.574
C 4.043 6.499 -2.332
N 4.959 3.774 0.847
H 6.238 2.252 -1.818
H 4.894 1.546 -0.939
H 6.500 1.838 -0.169
H 6.425 4.265 -0.705
H 3.573 4.408 -1.059
H 4.599 3.986 -2.440
H 4.006 6.043 -3.357
H 4.315 7.598 -2.463
H 3.053 6.454 -1.868
H 5.681 3.573 1.537
H 4.644 4.793 0.956
C 0.041 -7.659 1.586
C 0.707 -6.948 0.464
C 2.123 -6.373 0.732
O 3.038 -7.485 0.564
C 4.365 -7.209 0.845
N 0.527 -7.767 -0.700
H 0.791 -8.373 1.979
H -0.744 -8.279 1.154
H -0.384 -6.974 2.378
H 0.077 -6.057 0.259
H 2.208 -5.862 1.701
H 2.425 -5.664 -0.112
H 4.902 -6.476 0.241
H 4.870 -8.158 0.695
H 4.490 -6.896 1.914
H 0.758 -8.754 -0.534
H 1.202 -7.504 -1.400
C 4.300 3.188 4.883
C 3.613 1.862 4.594
C 2.723 1.891 3.329
O 1.420 2.516 3.605
C 1.400 3.948 3.538
N 4.611 0.820 4.386
H 4.988 3.499 3.997
H 4.822 3.127 5.840
H 3.536 3.984 5.087
H 2.834 1.610 5.336
H 2.498 0.837 3.055
H 3.235 2.387 2.510
H 1.040 4.350 4.523
H 0.710 4.257 2.769
H 2.405 4.292 3.271
H 4.590 0.234 5.246
H 5.557 1.124 4.311
C 4.657 -2.961 0.065
C 4.389 -2.241 1.384
C 5.373 -2.625 2.464
O 5.398 -4.001 2.796
C 6.608 -4.393 3.342
N 4.453 -0.720 1.181
H 4.201 -3.939 -0.033
H 5.713 -3.097 -0.054
H 4.413 -2.398 -0.821
H 3.338 -2.373 1.684
H 5.286 -1.988 3.399
H 6.373 -2.416 1.953
H 7.432 -4.391 2.616
H 6.501 -5.359 3.794
H 6.961 -3.628 4.086
H 4.554 -0.230 2.062
H 5.289 -0.576 0.646
C 4.731 -3.150 6.959
C 3.781 -2.504 5.996
C 2.805 -3.535 5.318
O 2.002 -2.867 4.424
C 1.226 -3.753 3.687
N 3.063 -1.463 6.737
H 4.186 -3.839 7.602
H 5.199 -2.370 7.509
H 5.566 -3.714 6.561
H 4.316 -2.055 5.134
H 2.164 -4.056 6.051
H 3.411 -4.278 4.840
H 0.578 -3.214 3.047
H 0.642 -4.358 4.417
H 1.926 -4.513 3.150
H 2.271 -1.051 6.266
H 2.727 -1.882 7.564
C -6.020 -0.183 -1.929
C -6.002 -1.743 -2.215
C -6.955 -2.244 -3.295
C -6.415 -1.780 -4.682
C -4.983 -2.350 -4.871
C -3.958 -1.900 -3.833
N -4.661 -2.102 -2.537
O -3.897 -1.737 -1.443
C -2.741 -2.845 -3.854
C -3.442 -0.497 -4.106
C -6.326 -2.316 -0.845
H -5.728 0.366 -2.836
H -5.301 -0.068 -1.091
H -7.098 0.093 -1.679
H -6.942 -3.377 -3.275
H -7.954 -1.813 -3.194
H -6.396 -0.709 -4.948
H -7.135 -2.222 -5.495
H -4.613 -2.123 -5.851
H -5.102 -3.432 -4.767
H -2.180 -2.698 -4.798
H -2.065 -2.652 -3.063
H -3.038 -3.928 -3.719
H -4.304 0.178 -4.294
H -2.926 -0.123 -3.234
H -2.907 -0.531 -5.038
H -7.360 -2.102 -0.562
H -5.681 -1.757 -0.166
H -6.117 -3.432 -0.661
H -3.765 -2.573 -0.981
C -0.918 2.404 6.590
C -1.687 1.097 6.690
C -3.168 1.475 6.796
C -4.191 0.389 6.494
C -3.909 -0.338 5.128
C -2.476 -0.868 5.125
N -1.539 0.350 5.381
O -0.183 -0.092 5.355
C -2.187 -2.084 6.033
C -2.188 -1.253 3.620
C -1.226 0.321 8.007
H -1.140 3.022 5.693
H 0.174 2.264 6.650
H -1.287 2.989 7.433
H -3.345 1.749 7.836
H -3.343 2.304 6.152
H -5.226 0.660 6.583
H -4.147 -0.368 7.310
H -4.017 0.515 4.336
H -4.690 -1.048 4.802
H -1.230 -2.603 5.864
H -2.316 -1.964 7.099
H -2.944 -2.795 5.685
H -2.098 -0.313 3.025
H -1.220 -1.724 3.562
H -2.938 -1.965 3.178
H -2.046 -0.379 8.336
H -1.123 1.038 8.767
H -0.342 -0.307 7.835
H 0.232 0.467 4.720
C -1.136 3.531 -10.087
C -1.603 3.019 -8.708
C -1.924 1.546 -8.711
C -2.001 0.856 -7.403
C -0.692 0.980 -6.705
C -0.271 2.436 -6.522
N -0.399 3.135 -7.837
O -0.061 4.522 -7.587
C -1.052 3.124 -5.382
C 1.240 2.329 -6.110
C -2.802 3.788 -8.242
H -0.658 4.532 -10.006
H -2.068 3.649 -10.699
H -0.335 2.754 -10.411
H -2.802 1.452 -9.347
H -1.163 1.008 -9.240
H -2.281 -0.224 -7.507
H -2.785 1.323 -6.739
H 0.124 0.535 -7.360
H -0.658 0.448 -5.790
H -0.634 3.043 -4.311
H -1.275 4.143 -5.649
H -1.969 2.532 -5.330
H 1.667 3.300 -5.791
H 1.303 1.709 -5.202
H 1.765 1.978 -7.004
H -2.625 4.843 -8.116
H -3.263 3.389 -7.343
H -3.629 3.675 -8.953
H 0.749 4.652 -8.022
C -2.291 3.788 2.438
C -2.628 4.772 1.336
C -1.432 5.549 0.914
C -1.760 6.436 -0.289
C -2.111 5.509 -1.477
C -3.374 4.702 -1.199
N -3.133 4.141 0.143
O -4.344 3.421 0.525
C -4.582 5.667 -1.235
C -3.473 3.556 -2.148
C -3.512 5.720 2.122
H -1.774 4.424 3.229
H -1.653 2.887 2.173
H -3.241 3.341 2.935
H -0.955 6.199 1.732
H -0.653 4.897 0.550
H -0.996 7.142 -0.604
H -2.508 7.129 0.031
H -1.283 4.732 -1.553
H -2.156 6.083 -2.368
H -4.742 6.008 -2.259
H -5.507 5.184 -0.871
H -4.447 6.517 -0.553
H -3.482 3.973 -3.110
H -2.540 2.971 -2.062
H -4.344 2.938 -1.966
H -2.970 6.267 2.860
H -4.421 5.197 2.519
H -3.877 6.540 1.494
H -4.023 2.550 0.670
C 0.761 -0.671 1.557
C 0.293 -1.003 0.091
C -1.112 -0.604 -0.236
C -1.260 0.960 -0.214
C -0.338 1.573 -1.265
C 1.122 1.135 -1.152
N 1.207 -0.316 -0.938
O 2.586 -0.720 -0.887
C 1.759 1.293 -2.566
C 1.850 2.050 -0.111
C 0.432 -2.520 -0.149
H 1.681 -1.219 1.803
H 0.106 -0.968 2.381
H 0.905 0.355 1.777
H -1.319 -0.885 -1.244
H -1.726 -1.177 0.433
H -1.058 1.377 0.732
H -2.268 1.260 -0.489
H -0.407 2.647 -1.205
H -0.764 1.291 -2.296
H 1.372 0.546 -3.189
H 1.695 2.302 -2.965
H 2.807 1.195 -2.424
H 1.400 2.107 0.838
H 2.833 1.638 0.136
H 2.021 3.082 -0.473
H 1.432 -2.861 0.148
H 0.123 -2.750 -1.259
H -0.187 -3.081 0.569
H 3.007 -0.497 -0.065
C 4.361 -1.379 -3.882
C 2.987 -1.984 -4.054
O 2.512 -2.710 -2.965
O 5.254 -2.417 -3.463
H 4.331 -0.621 -3.134
H 4.708 -0.932 -4.811
H 3.189 -2.733 -4.753
H 2.150 -1.367 -4.480
H 2.266 -2.149 -2.220
H 5.043 -3.190 -4.018
C -3.550 -5.062 -0.123
C -2.931 -6.485 -0.353
O -1.937 -6.332 -1.349
O -2.549 -4.117 0.230
H -4.158 -5.142 0.731
H -3.979 -4.720 -1.098
H -3.734 -7.175 -0.761
H -2.615 -7.043 0.546
H -1.256 -7.093 -1.266
H -1.835 -4.250 -0.414
```

Calculated values
E_tot ... -4326.65194 a.u.
Energy above the lowest of the compared OMol25 structures with the same formula, charge and spin ... 0.0000 eV
Total charge ... 0

---

A cluster of 4 separate species, C4H12O3 in total at a distorted geometry. Source: the OMol25 dataset; level of theory: ωB97M-V/def2-TZVPD.

```
19
Properties=species:S:1:pos:R:3
C 2.048 3.182 -0.378
C 1.285 3.911 -1.173
C 1.840 5.008 -2.004
C 1.906 4.898 -3.327
H 3.099 3.196 -0.653
H 1.849 2.334 0.257
H 0.286 3.667 -1.553
H 2.276 5.907 -1.582
H 2.500 5.567 -3.930
H 1.496 4.005 -3.780
H -2.240 -5.995 1.284
H -1.901 -6.875 2.474
O -2.647 -6.492 2.005
H -0.246 -3.907 0.646
H -1.663 -3.745 1.080
O -1.140 -4.144 0.371
H -3.089 -3.122 4.087
H -3.136 -3.908 2.782
O -2.522 -3.488 3.395
```

Calculated values
E_tot ... -385.24180 a.u.
Energy above the lowest of the compared OMol25 structures with the same formula, charge and spin ... 2.1757 eV
Total charge ... 0

---

A structure of composition C3H5NO at a distorted geometry. Source: the OMol25 dataset; level of theory: ωB97M-V/def2-TZVPD.

```
10
Properties=species:S:1:pos:R:3
C 0.023 0.082 -0.085
C 0.866 -0.508 -1.693
C -0.719 0.306 1.234
N -0.364 0.123 -1.323
O 1.262 -0.537 -0.165
H 0.900 -1.474 -2.244
H 1.599 0.205 -2.224
H -1.180 -0.653 1.292
H -1.462 1.009 1.045
H 0.151 0.629 1.988
```

Calculated values
E_tot ... -247.23199 a.u.
Energy above the lowest of the compared OMol25 structures with the same formula, charge and spin ... 2.0475 eV
Total charge ... 0

---

A structure of composition C4H29NO10 at a distorted geometry. Source: the OMol25 dataset; level of theory: ωB97M-V/def2-TZVPD.

```
44
Properties=species:S:1:pos:R:3
C 0.025 1.625 2.566
N 0.182 0.782 1.388
C -1.034 0.659 0.600
C -0.778 -0.081 -0.751
C 0.742 -0.121 -1.029
O -1.196 -1.435 -0.515
H -0.129 1.099 3.507
H 0.802 2.386 2.643
H -0.815 2.333 2.404
H 0.898 1.197 0.809
H -1.627 1.574 0.500
H -1.700 0.049 1.227
H -1.399 0.239 -1.580
H 0.930 0.932 -1.252
H 0.838 -0.619 -1.998
H 1.394 -0.558 -0.287
H -0.734 -1.935 0.176
H -4.286 -1.690 -1.537
H -3.020 -0.897 -1.135
O -3.748 -0.934 -1.774
H -0.130 -4.188 0.330
H 0.936 -3.517 1.034
O -0.034 -3.472 0.981
H 1.167 -3.786 -1.480
H -0.364 -3.350 -1.958
O 0.316 -4.019 -1.836
H 1.599 -1.737 2.085
H 1.803 -2.739 3.096
O 2.244 -2.442 2.282
H 2.654 1.524 1.258
H 3.282 2.550 0.114
O 2.522 2.198 0.575
H -0.029 2.148 -2.599
H -0.966 2.303 -3.764
O -0.955 2.032 -2.838
H 3.428 -0.764 2.580
H 2.409 -0.223 3.600
O 2.894 0.007 2.800
H -3.571 0.012 -2.433
H -3.088 1.401 -2.866
O -3.112 0.482 -3.143
H 1.330 3.488 -0.535
H -0.173 3.754 -0.284
O 0.498 3.732 -0.964
```

Calculated values
E_tot ... -976.83951 a.u.
Energy above the lowest of the compared OMol25 structures with the same formula, charge and spin ... 4.5418 eV
Total charge ... 0

---

A cluster of 2 separate species, CHIOS2 in total at a distorted geometry. Source: the OMol25 dataset; level of theory: ωB97M-V/def2-TZVPD.

```
6
Properties=species:S:1:pos:R:3
C -0.221 0.575 -0.638
O -4.536 0.430 0.539
S -0.412 -0.986 -0.602
S -4.534 1.346 -0.643
I -1.415 2.035 0.277
H 0.654 0.870 -1.103
```

Calculated values
E_tot ... -1207.89786 a.u.
Energy above the lowest of the compared OMol25 structures with the same formula, charge and spin ... 3.0737 eV
Total charge ... 0

---

An isolated molecule of C5H6IN at a distorted geometry. Source: the OMol25 dataset; level of theory: ωB97M-V/def2-TZVPD.

```
13
Properties=species:S:1:pos:R:3
C 0.972 -1.540 -0.234
C 0.440 -0.919 -1.269
C -0.194 1.575 0.005
C 0.320 -1.019 0.939
C -0.522 0.065 -0.019
N -1.086 2.459 -0.185
I -2.646 -0.250 -0.130
H 1.643 -2.280 -0.151
H 0.402 -0.900 -2.393
H 0.834 1.786 0.247
H -0.244 -1.816 1.402
H 0.844 -0.553 1.829
H -0.763 3.393 -0.042
```

Calculated values
E_tot ... -546.43663 a.u.
Energy above the lowest of the compared OMol25 structures with the same formula, charge and spin ... 2.8773 eV
Total charge ... 0

---

An isolated molecule of C18H30O2. Source: the OMol25 dataset; level of theory: ωB97M-V/def2-TZVPD.

```
50
Properties=species:S:1:pos:R:3
C 0.657 3.940 2.815
C -0.263 3.623 1.643
C 0.523 3.391 0.355
C -0.383 2.978 -0.802
H -1.098 3.778 -1.008
H -0.956 2.092 -0.519
C 0.413 2.674 -2.077
C -0.497 2.305 -3.211
C -1.023 1.109 -3.430
C -0.807 -0.122 -2.603
C -0.509 -1.316 -3.460
C -0.939 -2.556 -3.280
C -1.810 -3.061 -2.167
C -0.974 -3.831 -1.183
C -0.971 -3.704 0.135
C -1.812 -2.760 0.944
H -2.006 -3.207 1.921
H -2.774 -2.598 0.456
C -1.125 -1.404 1.148
C 0.182 -1.522 1.926
H 0.875 -2.167 1.386
C 0.829 -0.156 2.127
C 2.131 -0.241 2.877
O 2.621 -1.232 3.343
O 2.718 0.964 2.979
H 3.553 0.892 3.467
H 0.169 0.511 2.688
H 1.026 0.324 1.166
H -0.003 -1.978 2.900
H -1.807 -0.738 1.683
H -0.918 -0.962 0.172
H -0.299 -4.326 0.710
H -0.315 -4.558 -1.640
H -2.556 -3.742 -2.592
H -2.334 -2.246 -1.674
H -0.615 -3.322 -3.974
H 0.141 -1.106 -4.299
H 0.028 0.031 -1.913
H -1.705 -0.301 -2.004
H -1.686 0.969 -4.274
H -0.761 3.118 -3.875
H 0.996 3.555 -2.351
H 1.117 1.863 -1.872
H 1.059 4.305 0.089
H 1.271 2.614 0.530
H -0.966 4.446 1.495
H -0.849 2.729 1.872
H 1.359 3.125 2.977
H 1.226 4.846 2.617
H 0.082 4.089 3.726
```

Calculated values
E_tot ... -854.31742 a.u.
Energy above the lowest of the compared OMol25 structures with the same formula, charge and spin ... 0.1571 eV
Total charge ... 0